# C3H12N2

A 2-piece molecular cluster, C3H12N2 overall in a non-equilibrium geometry (ωB97M-V/def2-TZVPD, the Open Molecules 2025 dataset).

Kohn-Sham gap (alpha / beta) = 2.85 / 9.28 eV
HOMO level (alpha / beta) = 1.4453 / -4.9686 eV
Expectation value of S² = 0.75
Energy relative to the best compared isomer or geometry (same formula, charge and spin) = 0.861 eV
Multiplicity = 2
Charge = -1
Lowest unoccupied orbital energy (alpha / beta) = 4.3 / 4.3 eV

Each line ends with the Löwdin charge.
Geometry (Å):
C  2.62233  -0.04232  -0.03548  -0.341
N  1.91568  -1.31272  -0.17849  -0.112
H  3.15366  0.30190  -0.93050  0.029
H  3.41377  -0.23122  0.70895  0.048
H  2.03039  0.76851  0.35232  0.042
H  1.04304  -1.24564  -0.69269  -0.024
H  2.44918  -1.91392  -0.80417  0.016
C  -2.21999  0.26431  1.24110  -0.284
N  -1.03502  0.18208  0.41401  -0.201
C  -1.26364  0.64744  -0.94387  -0.422
H  -2.58292  1.29067  1.21534  0.053
H  -3.04116  -0.37495  0.92549  0.040
H  -1.96492  0.00949  2.27258  0.055
H  -0.64690  -0.75062  0.40130  0.050
H  -1.98324  0.04854  -1.51492  0.015
H  -0.33390  0.65901  -1.52408  0.006
H  -1.55637  1.69944  -0.90689  0.033